ORCA calculation (the ωB97M-V functional and the def2-TZVPD basis) on C8H7NO2S in the gas phase.

Values from the calculation:
highest occupied orbital energy	-9.28	eV
max |F|	0.074	Eh/bohr
total energy	-912.27872	hartree
E_LUMO	-0.90	eV
relative energy (zero: lowest compared OMol25 entry of this formula, charge and spin)	374.3	kJ/mol
total charge	0
gap between HOMO and LUMO	8.388	eV

Each line ends with the Löwdin charge.
Geometry (Å):
C  -0.431  2.417  0.010  -0.088
C  0.675  2.235  0.800  -0.034
C  -1.308  1.409  -0.300  0.004
C  0.956  0.921  1.220  -0.052
C  -0.990  0.078  0.033  -0.163
C  0.231  -0.121  0.709  -0.262
C  -1.897  -0.995  -0.007  -0.462
C  0.929  -1.992  -1.135  -0.212
N  -3.071  -1.354  -0.344  0.266
O  -1.964  -2.254  0.451  -0.009
O  2.496  -1.324  0.863  -0.517
S  1.120  -1.748  0.631  0.940
H  -0.505  3.362  -0.585  0.130
H  1.134  3.020  1.361  0.111
H  -2.041  1.684  -1.007  0.114
H  1.872  0.836  1.715  0.094
H  1.500  -1.285  -1.765  0.092
H  1.412  -2.869  -1.333  0.017
H  -0.116  -2.022  -1.317  0.033